(1)
Below is a 5-piece molecular cluster, C29H64F4N5O8S4 overall in a non-equilibrium geometry, with properties calculated with wB97M-V/def2-TZVPD.

Geometry as XYZ:
```
114
Properties=species:S:1:pos:R:3:forces:R:3:mulliken_charge:R:1
C 2.8896 -6.6436 0.4642 0.491 0.409 0.598 -1.15
C 2.6202 -6.0204 1.8456 0.035 -1.404 0.323 -0.70
C 1.5567 -4.9584 1.8510 -1.252 1.152 0.266 0.24
C 0.8591 -4.6923 3.2429 0.648 0.549 -1.407 -1.22
N 0.0268 -3.3779 3.2624 0.636 1.651 0.203 0.68
C 0.9420 -2.1061 3.0121 0.245 0.069 0.955 0.10
C 0.1932 -0.9507 3.6706 0.303 0.156 -0.812 -0.47
C -0.6791 -1.5846 4.7171 -2.242 2.644 0.089 -0.91
C -0.4596 -3.0053 4.6913 1.613 -3.334 0.585 -0.99
C -1.2148 -3.2856 2.2807 1.039 -1.320 1.586 -0.39
C -2.2834 -4.3281 2.6959 -0.100 0.662 -1.695 -0.46
C -3.4236 -4.1374 1.6478 -0.265 -0.010 0.230 -1.34
H 2.1457 -7.4147 0.2638 -0.177 0.465 -0.523 0.33
H 3.8523 -7.1544 0.4445 0.046 -0.040 0.244 0.41
H 2.9908 -5.8366 -0.2614 -0.517 -0.286 -0.424 0.20
H 3.5454 -5.6381 2.2768 0.007 0.154 0.040 0.40
H 2.3099 -6.8475 2.4840 0.033 -0.083 0.307 0.37
H 0.7443 -5.1277 1.1443 0.128 -0.451 -0.275 0.29
H 2.0575 -4.0700 1.4662 -0.245 0.486 0.223 -0.10
H 1.6637 -4.6134 3.9740 -0.305 0.407 0.328 0.34
H 0.2351 -5.5428 3.5178 -0.215 0.257 -0.038 0.59
H 1.2361 -1.8029 2.0073 -0.557 -1.044 -0.387 -0.26
H 1.8645 -2.2638 3.5710 0.003 -0.532 -0.009 0.48
H -0.3413 -0.4002 2.8965 -0.205 0.151 0.280 -0.28
H 0.8136 -0.2455 4.2236 0.502 -0.025 -0.706 0.65
H -1.7224 -1.3564 4.4992 -0.132 0.126 0.113 0.37
H -0.4394 -1.0363 5.6281 -0.293 -0.843 0.446 0.40
H -1.1997 -3.7261 5.0389 -0.580 0.500 -0.529 0.65
H 0.3191 -3.2635 5.4090 0.774 -0.042 -0.454 0.44
H -0.7488 -3.3587 1.2981 -0.494 -0.205 -0.125 0.15
H -1.6740 -2.3078 2.4258 0.431 0.104 -0.106 0.50
H -2.5647 -4.1198 3.7282 -0.440 0.016 -0.280 0.32
H -1.9489 -5.3643 2.6476 0.254 0.067 -0.027 0.23
H -4.3717 -4.6096 1.9052 0.200 -0.219 0.271 0.41
H -3.1480 -4.5116 0.6618 0.282 -0.169 0.122 0.36
H -3.6805 -3.0930 1.4711 0.195 0.208 0.271 0.36
C 2.2290 0.8116 -4.3252 1.788 0.050 0.144 -1.25
C 3.3116 0.8143 -3.1288 -0.911 -0.509 -1.870 -0.35
C 2.5705 1.0308 -1.8643 0.508 -0.795 -0.368 0.44
N 3.4769 1.1242 -0.6279 -1.508 -0.734 0.551 0.48
C 2.4258 1.1584 0.4723 1.272 -1.109 1.800 0.28
C 3.1101 0.8847 1.8389 1.137 0.492 -0.118 -0.90
C 4.0573 -0.3474 1.9173 0.502 -0.230 -0.231 -0.07
C 5.1247 -0.3018 0.7844 -1.523 1.313 0.512 -1.02
C 4.3149 -0.1916 -0.5076 1.498 0.680 -0.701 -0.19
C 4.2964 2.4106 -0.6905 0.051 -1.140 0.394 -0.99
H 1.2552 0.3503 -4.1608 0.118 0.152 0.832 0.19
H 2.6665 0.1749 -5.0941 0.025 0.283 -0.265 0.42
H 2.1242 1.8218 -4.7208 -0.155 -0.044 -0.020 0.38
H 4.1398 1.5072 -3.2778 -0.316 0.312 -0.450 0.26
H 3.7737 -0.1721 -3.1676 -0.092 -0.094 0.285 0.40
H 1.9381 0.1454 -1.7985 -0.050 0.131 0.743 -0.78
H 1.8873 1.8768 -1.9404 0.331 0.312 0.493 0.42
H 1.7410 0.3189 0.3531 -0.156 0.266 -0.762 -0.73
H 1.9114 2.1184 0.4288 -0.031 -0.221 0.109 0.55
H 2.3769 0.8676 2.6453 -0.079 0.155 -0.171 0.25
H 3.7862 1.7263 1.9899 -0.169 0.315 0.530 0.57
H 3.4981 -1.2827 1.8929 -0.193 -0.181 -0.693 -0.27
H 4.5668 -0.4881 2.8706 -0.089 0.842 0.300 0.51
H 5.9426 -1.0181 0.8626 -0.722 -0.806 -0.525 0.45
H 5.7333 0.6025 0.7888 -0.206 0.484 0.645 0.34
H 3.6886 -1.0711 -0.6568 -0.341 0.394 -0.242 -0.05
H 5.0563 -0.0722 -1.2977 -0.351 -0.386 -0.420 0.51
H 3.6008 3.2440 -0.5923 0.082 -0.059 -0.656 0.30
H 4.9033 2.3180 -1.5912 -0.399 0.591 -0.092 0.39
H 5.0100 2.5305 0.1246 -0.259 -0.497 0.217 0.41
C -3.8300 6.9478 -1.3703 0.546 1.112 -1.245 -1.60
C -3.1066 5.6219 -1.4388 -0.406 -0.646 0.670 0.33
C -3.2502 4.9858 -2.8406 0.797 -1.209 0.192 -0.83
N -2.8508 3.4584 -2.9198 0.354 -1.749 3.600 0.51
C -3.6629 2.7210 -1.8104 0.540 -1.774 -0.066 -0.35
C -3.5545 1.1421 -1.7962 1.067 -0.332 -1.793 -0.21
C -3.8880 0.5337 -3.2102 -0.805 0.621 0.239 -1.19
C -2.9262 1.1865 -4.2389 -1.209 1.033 2.364 0.17
C -3.1509 2.7105 -4.2124 1.080 1.302 -0.387 -0.88
C -1.3018 3.3973 -2.5686 -1.394 0.404 -1.243 -0.52
H -3.5960 7.5591 -0.4987 -0.236 -0.554 0.328 0.37
H -4.9031 6.8618 -1.5413 -0.004 -0.095 0.327 0.37
H -3.4548 7.5746 -2.1793 -0.096 0.215 -0.310 0.39
H -3.5919 5.0431 -0.6529 0.111 -0.563 -0.246 0.08
H -2.0744 5.7127 -1.1005 0.048 0.103 -0.323 0.33
H -2.5325 5.4174 -3.5383 -0.406 0.411 -0.153 0.42
H -4.2846 5.0776 -3.1718 0.127 -0.156 -0.249 0.33
H -4.6886 3.0324 -2.0081 -0.032 0.028 0.410 0.59
H -3.2849 2.9242 -0.8084 -0.214 0.957 -0.200 -0.19
H -4.0708 0.7292 -0.9295 -0.627 0.296 -0.284 0.73
H -2.5362 0.8132 -1.5892 0.370 0.527 0.139 -0.52
H -4.9524 0.7467 -3.3098 -0.185 0.314 -0.825 0.44
H -3.8290 -0.5302 -3.4396 0.316 -0.234 1.125 0.47
H -3.0644 0.8212 -5.2566 0.356 0.007 0.169 0.46
H -2.0021 0.9409 -3.7158 0.690 -0.089 -1.116 -0.33
H -4.1789 2.9456 -4.4885 0.049 0.158 -0.014 0.38
H -2.4373 3.2458 -4.8388 -0.330 -0.251 -0.904 0.53
H -0.9236 3.9821 -3.4071 0.557 0.212 0.360 0.41
H -0.8297 2.4163 -2.6225 -0.740 -0.264 0.061 0.05
H -1.1156 3.8366 -1.5886 -0.265 0.047 -0.203 0.22
N 0.7940 -1.9712 -0.7482 3.461 -3.140 -1.705 0.34
S -0.5030 -1.4433 -1.2718 -5.934 6.692 -2.122 0.12
O -1.6043 -2.3239 -1.5129 0.578 -0.406 0.353 -0.53
O -0.4085 -0.3344 -2.2759 0.253 -2.066 2.017 -0.50
F -0.9241 -0.6166 0.0451 0.260 -0.551 -0.074 -0.07
S 1.1367 -2.9873 -2.0975 0.677 -3.671 -2.043 1.15
O 1.2105 -2.3706 -3.4395 -0.913 -0.911 3.249 -0.62
O 0.5746 -4.3609 -1.9313 1.253 4.053 -0.236 -0.60
F 2.6656 -3.1893 -1.8241 0.501 0.146 0.896 -0.26
N -1.4613 4.1120 1.1868 -2.523 6.725 1.109 0.15
S -1.3739 2.7790 1.7601 4.322 -9.744 1.200 0.72
O -2.4910 1.8884 1.6006 -0.505 0.426 1.275 -0.66
O -0.4117 2.5702 2.8687 -2.143 0.158 -1.746 -0.65
F -0.5419 2.1942 0.5142 1.316 -0.245 -0.896 -0.11
S -2.3898 4.7592 2.4651 -0.794 1.930 2.041 1.02
O -1.7399 4.7898 3.7846 -1.051 0.317 -3.174 -0.57
O -3.7657 4.3053 2.4415 1.630 0.861 -0.507 -0.57
F -2.3755 6.2468 1.8958 -0.055 -0.597 0.292 -0.23
```
Positions in Å, forces in eV/Å.

Multiplicity: 1
Net charge: +1
E in Ha: -4010.84251
Lowest unoccupied orbital energy in eV: -1.86

=====

(2)
Below is a 5-piece molecular cluster, C29H64IN2O13S overall in a non-equilibrium geometry, with properties calculated with wB97M-V/def2-TZVPD.

Geometry as XYZ:
```
110
Properties=species:S:1:pos:R:3:forces:R:3:mulliken_charge:R:1
C -4.9936 -5.9380 2.4947 -0.026 0.097 -0.164 -1.26
C -4.8098 -4.4701 2.1804 0.007 -0.796 0.243 -0.15
O -5.9478 -3.8520 1.5019 -0.241 -0.244 -0.259 -0.26
N -7.1284 -4.1925 2.0830 0.238 0.417 0.527 0.24
C -7.5641 -3.6863 3.2852 -0.624 -0.438 -0.159 -0.26
C -8.7617 -4.2843 3.5200 0.728 0.655 0.333 -0.57
N -9.0315 -5.1142 2.4588 -0.072 -0.208 -0.260 -0.31
I -10.7038 -6.2463 2.2385 0.015 0.047 0.031 0.44
C -8.0103 -5.0601 1.5850 0.105 -0.233 -0.058 0.39
S -7.7558 -5.8251 0.0606 0.143 0.040 -0.550 -0.10
H -5.0135 -6.5298 1.5872 -0.073 -0.144 -0.123 0.33
H -5.8799 -6.1504 3.0858 -0.116 0.014 0.127 0.29
H -4.1395 -6.2524 3.0839 0.166 -0.086 0.085 0.41
H -4.5761 -3.9251 3.0896 -0.073 0.364 0.018 0.33
H -4.0070 -4.3782 1.4639 0.128 0.396 -0.135 0.46
H -7.0109 -2.9637 3.8475 0.136 0.149 0.056 0.47
H -9.3928 -4.1360 4.3727 -0.345 -0.203 -0.018 0.45
H -8.3892 -6.9840 0.2978 -0.107 0.102 0.316 0.15
C -3.9359 -1.2641 0.9396 0.072 -0.004 -0.236 -0.54
O -2.7443 -0.8672 0.3122 0.076 0.111 0.280 -0.27
C -2.7772 0.4246 -0.2765 -0.035 -0.065 -0.117 -0.61
C -1.5713 1.2680 0.0796 0.194 0.095 -0.055 -0.29
O -1.4709 1.6715 1.4368 -0.023 -0.079 -0.049 -0.30
C -1.2099 0.7003 2.4375 -0.129 0.058 0.133 -0.18
C 0.1515 0.0403 2.3891 0.063 -0.202 0.005 -0.76
O 0.2947 -0.8223 1.2762 -0.119 0.239 -0.169 -0.24
C 1.5118 -0.6872 0.5682 -0.056 -0.155 0.040 -0.63
H -4.6324 -1.6966 0.2107 -0.121 0.044 0.084 0.41
H -3.6822 -2.0247 1.6786 0.045 -0.001 -0.008 -0.07
H -4.4240 -0.4316 1.4588 -0.022 0.004 -0.014 0.28
H -3.6890 0.9584 0.0124 -0.012 -0.030 0.063 0.32
H -2.7904 0.3011 -1.3659 -0.038 0.129 -0.020 0.38
H -1.6741 2.2044 -0.4760 -0.036 0.008 0.009 0.44
H -0.6468 0.8051 -0.2679 -0.042 -0.199 0.075 0.10
H -2.0062 -0.0458 2.4844 0.066 -0.125 -0.153 0.02
H -1.2553 1.2605 3.3756 0.029 0.020 -0.010 0.44
H 0.2655 -0.5588 3.3022 0.028 0.143 0.099 0.40
H 0.9286 0.8110 2.3912 0.004 0.020 -0.053 0.36
H 1.8231 0.3589 0.4923 0.022 0.005 0.045 0.41
H 1.3493 -1.0670 -0.4397 0.042 -0.054 0.019 -0.06
H 2.3056 -1.2735 1.0412 0.086 0.096 -0.017 0.35
C -4.2479 3.2756 2.5367 -0.007 0.077 0.164 -0.63
O -3.7410 4.5495 2.8532 -0.098 0.071 -0.269 -0.38
C -2.4460 4.8168 2.3334 -0.030 -0.021 0.101 0.03
C -2.3627 6.1656 1.6513 0.065 0.192 0.123 -0.42
O -3.1019 6.2964 0.4486 0.073 -0.038 -0.129 -0.46
C -4.5172 6.3412 0.4891 -0.061 -0.144 -0.043 -0.22
C -5.1238 7.5836 1.1057 -0.167 0.033 0.138 -0.55
O -4.9115 7.6573 2.5039 0.303 -0.068 -0.071 -0.31
C -4.4863 8.9182 2.9746 -0.101 -0.063 0.069 -0.80
H -3.8851 2.5246 3.2495 0.006 -0.100 -0.103 0.28
H -5.3362 3.3257 2.5998 0.008 0.013 0.072 0.38
H -3.9706 2.9684 1.5238 0.029 -0.017 0.009 0.17
H -2.1398 4.0347 1.6346 -0.045 -0.039 -0.001 -0.13
H -1.7365 4.8143 3.1706 0.113 0.005 -0.087 0.35
H -1.3203 6.2935 1.3482 0.002 -0.013 -0.027 0.42
H -2.5854 6.9775 2.3462 -0.182 -0.094 0.068 0.14
H -4.9331 5.4372 0.9386 0.021 0.070 0.202 0.04
H -4.8198 6.3375 -0.5615 0.014 0.019 -0.009 0.40
H -6.2066 7.5513 0.9271 0.017 0.044 -0.158 0.37
H -4.7235 8.4696 0.6024 0.053 0.009 0.025 0.35
H -3.7714 9.3850 2.2900 -0.016 0.015 -0.021 0.37
H -3.9895 8.7632 3.9322 -0.060 -0.017 0.018 0.24
H -5.3367 9.5910 3.1265 0.041 0.071 -0.053 0.31
C 0.9228 -3.1400 -2.6546 0.033 0.177 0.100 -0.72
O 2.3187 -3.2224 -2.4877 -0.014 -0.225 -0.215 -0.19
C 2.7576 -4.2455 -1.6105 -0.023 0.161 0.076 -0.48
C 3.9107 -5.0476 -2.1750 0.244 0.002 0.009 -0.34
O 3.6204 -5.8590 -3.2998 -0.077 -0.093 0.036 -0.46
C 3.3345 -5.2528 -4.5497 -0.150 -0.040 -0.057 -0.30
C 4.4856 -4.5215 -5.2052 0.002 0.190 -0.066 -0.55
O 4.8260 -3.3436 -4.4981 0.002 -0.133 0.228 -0.20
C 6.2051 -3.1347 -4.2841 -0.082 0.174 -0.047 -0.82
H 0.4713 -2.5439 -1.8531 -0.140 -0.091 0.002 0.13
H 0.7245 -2.6463 -3.6060 0.051 0.038 0.010 0.25
H 0.4501 -4.1275 -2.6743 0.032 -0.023 0.008 0.39
H 1.9331 -4.9207 -1.3572 -0.035 -0.006 -0.070 0.42
H 3.1053 -3.7742 -0.6820 -0.008 -0.124 0.077 0.28
H 4.2064 -5.7556 -1.3963 -0.025 -0.013 0.004 0.42
H 4.7757 -4.4087 -2.3585 -0.108 0.140 -0.076 0.08
H 2.4522 -4.6125 -4.4902 0.097 0.161 0.075 0.06
H 3.0728 -6.0873 -5.2053 0.028 -0.019 0.012 0.42
H 4.1720 -4.2364 -6.2177 0.023 -0.148 -0.056 0.36
H 5.3460 -5.1929 -5.2924 0.032 0.007 0.068 0.35
H 6.7351 -4.0665 -4.0635 -0.027 -0.037 -0.045 0.47
H 6.3023 -2.4750 -3.4206 0.014 0.053 -0.048 0.15
H 6.6651 -2.6500 -5.1520 0.101 -0.072 0.010 0.31
C 4.9498 0.5683 -3.1449 0.045 -0.202 -0.011 -0.68
O 6.1922 0.5752 -2.4741 -0.072 0.279 0.099 -0.26
C 7.2640 1.1403 -3.2072 -0.010 -0.178 -0.023 -0.51
C 8.0761 2.1243 -2.3923 0.164 -0.023 0.096 -0.38
O 7.4146 3.3255 -2.0366 0.027 0.112 -0.059 -0.44
C 6.3702 3.3012 -1.0801 -0.155 0.003 -0.081 -0.23
C 6.7840 3.0009 0.3448 -0.084 -0.116 0.150 -0.54
O 7.2048 1.6595 0.5213 0.175 0.047 -0.248 -0.23
C 8.3945 1.5033 1.2636 -0.108 -0.080 0.025 -0.84
H 4.8647 -0.3057 -3.7997 -0.075 0.050 -0.064 0.27
H 4.1648 0.5125 -2.3904 0.023 -0.057 0.015 0.11
H 4.7983 1.4780 -3.7348 0.034 0.014 0.009 0.39
H 6.8984 1.6363 -4.1122 -0.058 0.027 0.023 0.38
H 7.9347 0.3277 -3.5161 0.067 0.084 -0.100 0.34
H 8.9032 2.4461 -3.0303 -0.007 0.015 -0.013 0.40
H 8.5240 1.6415 -1.5217 -0.186 -0.096 0.060 0.13
H 5.5524 2.6510 -1.3973 0.093 -0.176 0.075 0.04
H 5.9779 4.3215 -1.0799 0.019 0.011 0.002 0.41
H 5.9115 3.1707 0.9894 0.017 0.163 -0.009 0.37
H 7.5706 3.6996 0.6479 0.050 -0.025 -0.021 0.35
H 9.1289 2.2765 1.0175 -0.005 0.023 0.019 0.39
H 8.8209 0.5341 1.0050 -0.052 -0.021 0.030 0.24
H 8.1948 1.5216 2.3403 0.069 0.069 0.016 0.29
```
Positions in Å, forces in eV/Å.

Multiplicity: 1
Net charge: +1
E in Ha: -2926.26566
Lowest unoccupied orbital energy in eV: -4.78